Record 1
Density functional theory data (ωB97M-V/def2-TZVPD) for 6 unconnected molecules or ions with the total composition C32H52Br2F3N4O20PS2 at a distorted geometry.

Its SMILES is [H]/N=C(/N)NCCCC[C@]1(CCCCN)[C@H](CC[C@](F)(Br)C(F)(F)Br)OS(=O)(=O)C[C@H]1P(O)(O)=S.O=C1OCCO1.O=C1OCCO1.O=C1OCCO1.O=C1OCCO1.O=C1OCCO1. For the HOMO-LUMO gap, the calculation gives 0.33691 Ha. The highest occupied orbital energy comes out at -9.40 eV.

```
116
Properties=species:S:1:pos:R:3:forces:R:3
H -7.035 -3.425 -3.266 -0.0480 0.0287 0.0439
N -6.176 -3.508 -3.805 0.3791 0.0702 0.1538
C -5.215 -3.651 -2.997 -0.5697 -0.2230 -0.3628
N -3.885 -3.811 -3.530 -0.1842 0.0526 0.6198
N -5.432 -3.665 -1.569 0.4004 0.4302 -0.0987
C -4.898 -2.431 -0.904 -0.1398 -1.1872 -0.3628
C -3.518 -2.640 -0.298 -0.1079 0.2486 0.3604
C -2.915 -1.359 0.324 0.1286 -0.6148 -0.2111
C -1.553 -0.990 -0.293 -0.5365 -0.0214 0.2871
C -0.549 -0.324 0.687 -0.1770 0.0958 -0.8538
C -1.281 0.883 1.329 -0.0043 -0.1704 0.3848
C -2.064 0.672 2.646 -0.1119 0.5019 0.0388
C -1.653 1.605 3.806 -0.5233 -0.0202 0.0676
C -2.856 2.349 4.365 -0.3486 0.0909 -0.4794
N -3.394 3.310 3.380 0.1080 0.0163 0.1570
C 0.639 0.169 -0.166 0.1977 0.5182 -0.0436
C 0.412 1.447 -0.949 0.2407 -0.1090 -0.4027
C 1.609 1.773 -1.863 -0.3701 0.3655 -0.0122
C 1.222 1.966 -3.330 0.9487 -0.0825 0.2350
F -0.040 2.452 -3.469 -0.0372 -0.1581 -0.1867
Br 1.410 0.289 -4.297 -0.3055 0.0233 -0.0584
C 2.179 2.978 -4.011 -0.0039 0.3664 -0.4216
F 2.027 2.967 -5.355 0.1870 -0.0259 0.4473
F 3.470 2.715 -3.724 -0.7359 -0.0053 -0.1669
Br 1.755 4.808 -3.436 0.1665 -0.2593 0.0284
O 0.984 -0.856 -1.169 -0.1759 -0.1529 0.7126
S 1.665 -2.126 -0.538 0.7684 -1.4757 -0.5929
O 1.516 -3.183 -1.493 -0.2707 0.2729 -0.0305
O 3.002 -1.841 -0.110 -0.1843 0.7009 0.2630
C 0.667 -2.572 0.868 -1.0556 0.6093 -0.1477
C -0.031 -1.415 1.637 0.4799 -0.5562 0.2068
P 1.021 -0.859 3.035 0.4685 1.1543 0.2819
O 0.080 -1.151 4.293 -0.1184 -0.2956 -0.0007
O 2.254 -1.869 3.216 -0.4371 -0.3913 -0.2510
S 1.706 0.939 3.011 0.1044 -0.0869 -0.1218
H -3.430 -4.531 -2.974 0.1310 -0.0765 -0.1106
H -3.365 -2.967 -3.301 0.0877 0.0830 -0.2551
H -4.965 -4.469 -1.163 -0.0190 -0.0848 0.0331
H -4.907 -1.650 -1.660 -0.0280 0.3241 0.1118
H -5.600 -2.209 -0.106 -0.0687 0.4603 0.0383
H -3.638 -3.382 0.493 0.0486 -0.1596 0.0376
H -2.833 -3.086 -1.015 0.0474 0.0525 -0.2484
H -2.811 -1.547 1.387 -0.0345 0.1755 0.1598
H -3.629 -0.549 0.200 -0.0108 0.2226 0.1383
H -1.147 -1.888 -0.742 0.1787 -0.0188 -0.0702
H -1.737 -0.306 -1.118 0.1113 0.0945 -0.1565
H -0.610 1.716 1.492 0.2781 -0.0450 0.0673
H -1.989 1.227 0.578 -0.0280 0.0997 -0.1415
H -3.099 0.927 2.428 -0.2055 -0.2290 -0.1168
H -2.090 -0.358 2.990 0.1528 -0.1181 0.0027
H -0.946 2.350 3.455 0.2511 0.0092 0.0856
H -1.229 1.045 4.635 0.3255 -0.0299 -0.0469
H -2.576 2.902 5.256 0.0800 0.0354 0.1184
H -3.633 1.628 4.639 0.0425 -0.1335 0.2953
H -4.051 2.852 2.762 0.0083 -0.0533 -0.1142
H -3.935 4.016 3.860 -0.0010 0.1168 0.0134
H 1.532 0.313 0.442 -0.0203 -0.0296 0.1757
H 0.299 2.290 -0.280 -0.1245 -0.0672 0.3067
H -0.511 1.387 -1.517 -0.0642 -0.0701 -0.1230
H 2.053 2.709 -1.531 0.0315 0.1141 0.0675
H 2.390 1.026 -1.799 0.0627 -0.1467 -0.0578
H -0.126 -3.177 0.442 0.0272 -0.1937 -0.1401
H 1.243 -3.219 1.513 0.3586 -0.0135 -0.1260
H -0.900 -1.893 2.087 0.0525 -0.0269 0.3345
H 0.413 -0.630 5.041 -0.1283 0.0621 0.2271
H 1.945 -2.770 3.396 0.1853 -0.1424 0.1582
O 0.559 11.157 -5.609 -0.1025 0.1530 0.0136
C 1.215 10.176 -5.681 0.0593 -0.0831 -0.0040
O 2.571 10.145 -5.638 -0.0076 -0.0784 -0.0055
C 2.988 8.783 -5.520 0.0941 -0.0795 0.0358
C 1.804 8.034 -6.095 0.0441 -0.1253 -0.0711
O 0.718 8.919 -5.816 0.0804 -0.0258 0.0089
H 3.911 8.618 -6.069 -0.0038 0.1531 -0.0493
H 3.153 8.556 -4.464 -0.0324 -0.0064 0.0028
H 1.882 7.900 -7.176 0.0077 0.0336 -0.0006
H 1.637 7.069 -5.625 -0.1329 0.0396 0.0632
O -0.272 0.285 7.446 0.0780 0.1380 -0.1981
C -0.624 -0.782 7.828 -0.1051 -0.1644 -0.0414
O 0.164 -1.883 7.856 -0.0467 -0.0194 0.0379
C -0.533 -2.915 8.563 -0.0100 -0.1378 0.0825
C -1.979 -2.494 8.400 -0.0816 -0.1446 0.0166
O -1.868 -1.072 8.272 0.0590 -0.0298 0.0368
H -0.315 -3.887 8.128 0.0893 0.0781 -0.1236
H -0.209 -2.906 9.605 -0.0159 0.0339 0.0019
H -2.430 -2.894 7.491 0.0353 0.0165 -0.0215
H -2.602 -2.751 9.252 -0.0117 0.1674 0.0389
O -2.858 4.548 -9.334 -0.1409 0.0520 -0.1408
C -2.053 4.233 -8.527 0.1036 -0.0317 0.1215
O -2.303 4.083 -7.200 0.1468 -0.0141 -0.1312
C -1.155 3.477 -6.599 -0.0434 -0.1047 0.3304
C -0.051 3.848 -7.556 0.2634 0.0098 -0.0669
O -0.747 3.970 -8.799 -0.0829 -0.0019 0.1485
H -0.996 3.868 -5.597 -0.1580 0.0877 -0.0174
H -1.314 2.399 -6.540 0.0136 0.0022 -0.0387
H 0.407 4.810 -7.313 -0.0336 0.0085 0.0159
H 0.725 3.091 -7.621 -0.0401 -0.0225 -0.1915
O 8.754 -3.119 2.403 0.1307 -0.0925 0.0888
C 7.904 -2.536 1.817 -0.0919 0.0602 -0.0520
O 6.595 -2.878 1.814 0.0147 0.0623 -0.0385
C 5.851 -1.819 1.190 -0.1289 0.0657 -0.0301
C 6.906 -1.156 0.331 -0.0544 0.0485 -0.0829
O 8.111 -1.434 1.055 -0.0612 -0.0006 -0.0234
H 5.020 -2.214 0.619 0.0657 -0.1554 0.0852
H 5.467 -1.154 1.967 0.0214 -0.0054 0.0139
H 6.980 -1.606 -0.660 0.0036 -0.0361 0.0163
H 6.764 -0.084 0.227 0.1411 0.0277 0.0982
O -0.659 -4.593 3.098 -0.1323 0.2455 -0.0218
C 0.111 -5.484 2.936 0.0530 -0.1042 -0.0690
O 1.454 -5.345 3.054 0.0342 0.0299 0.0022
C 2.046 -6.652 3.008 0.1618 -0.1604 0.0003
C 0.992 -7.448 2.266 0.1152 -0.1199 -0.0771
O -0.215 -6.745 2.602 0.0815 0.0319 0.0376
H 3.004 -6.618 2.496 -0.0280 0.1763 -0.0383
H 2.197 -7.003 4.029 -0.0450 0.0168 0.0079
H 1.125 -7.413 1.184 -0.0061 0.0483 0.0043
H 0.929 -8.484 2.585 -0.1602 0.0361 0.0778
```
Positions in Å, forces in eV/Å.

***

Record 2
Density functional theory data (ωB97M-V/def2-TZVPD) for a molecular structure, C36H35ClIrNO7S2Sb2 at a distorted geometry.

Its net charge is -2. As for the relative energy (zero: lowest compared OMol25 entry of this formula, charge and spin): 35.69 kcal per mole. For the HOMO-LUMO gap, the calculation gives 0.26091 Ha. The highest occupied orbital energy comes out at -2.98 eV.

```
85
Properties=species:S:1:pos:R:3:forces:R:3
Ir -3.131 0.783 1.755 -0.2769 -0.0604 -1.2909
C 0.323 1.449 -1.597 0.0818 0.0384 -0.0502
C 1.177 2.048 -0.465 -0.0189 -0.0768 -0.0157
C 0.519 1.972 0.915 0.0004 0.1359 0.1084
Sb 0.790 0.420 2.382 -0.0615 -0.0635 0.0115
C 2.825 0.992 2.906 0.0127 0.0670 0.0104
C 3.479 2.105 2.381 0.0358 -0.0162 -0.0065
C 4.776 2.431 2.767 -0.0056 0.0041 -0.0080
C 5.447 1.647 3.693 -0.0005 -0.0072 0.0048
C 4.811 0.535 4.232 0.0012 0.0018 -0.0039
C 3.517 0.220 3.841 -0.0076 0.0142 0.0018
C 1.488 -1.353 1.379 0.0142 0.0304 -0.0867
C 0.550 -2.359 1.156 0.0102 -0.0295 0.0613
C 0.917 -3.560 0.566 0.0083 0.0100 0.0064
C 2.240 -3.786 0.217 -0.0072 -0.0064 -0.0132
C 3.191 -2.801 0.453 0.0193 0.0315 -0.0496
C 2.814 -1.591 1.022 0.0308 0.0258 -0.0075
Sb 0.882 -0.548 -2.197 0.0000 -0.0211 0.1117
C 2.701 0.266 -3.083 0.0302 0.0120 0.0033
C 2.689 1.118 -4.189 -0.0038 -0.0016 0.0130
C 3.857 1.690 -4.673 -0.0094 0.0050 -0.0080
C 5.072 1.429 -4.052 0.0079 0.0086 0.0014
C 5.106 0.593 -2.947 -0.0087 -0.0085 0.0104
C 3.930 0.017 -2.474 0.0018 0.0010 -0.0379
C -0.175 -0.488 -4.073 0.0050 0.0014 -0.0154
C 0.383 -1.079 -5.207 -0.0170 0.0102 0.0125
C -0.289 -1.079 -6.422 -0.0002 0.0067 0.0098
C -1.543 -0.489 -6.517 -0.0072 0.0030 -0.0041
C -2.116 0.088 -5.393 0.0134 -0.0029 -0.0006
C -1.440 0.089 -4.176 -0.0388 0.0220 -0.0198
H 0.473 2.023 -2.514 -0.0710 0.0328 0.0052
H -0.738 1.470 -1.346 0.0028 -0.0529 0.0136
H 1.306 3.114 -0.690 0.0241 -0.0017 -0.0251
H 2.194 1.634 -0.471 -0.0186 -0.0434 0.0432
H -0.560 2.011 0.794 -0.0446 0.0520 0.0359
H 0.774 2.853 1.514 0.0301 0.0068 -0.0491
H 2.981 2.729 1.649 0.0002 -0.0030 -0.0002
H 5.262 3.300 2.337 0.0025 -0.0006 -0.0002
H 6.457 1.899 3.994 0.0007 -0.0008 0.0002
H 5.324 -0.087 4.956 0.0026 0.0000 0.0003
H 3.039 -0.658 4.267 -0.0059 0.0025 0.0026
H -0.492 -2.195 1.399 0.0705 -0.0334 0.0134
H 0.155 -4.301 0.361 -0.0065 0.0063 0.0057
H 2.530 -4.722 -0.247 0.0066 -0.0011 -0.0004
H 4.227 -2.970 0.179 0.0114 0.0067 -0.0048
H 3.568 -0.829 1.191 0.0050 -0.0012 -0.0071
H 1.749 1.339 -4.683 -0.0045 -0.0005 -0.0074
H 3.819 2.347 -5.535 0.0003 0.0026 -0.0016
H 5.985 1.880 -4.425 0.0013 -0.0001 -0.0012
H 6.045 0.389 -2.447 -0.0006 -0.0022 0.0019
H 3.975 -0.633 -1.610 -0.0145 -0.0685 0.0735
H 1.366 -1.537 -5.149 0.0029 0.0024 0.0028
H 0.165 -1.539 -7.292 0.0007 -0.0010 0.0000
H -2.074 -0.488 -7.462 -0.0016 -0.0024 0.0005
H -3.101 0.535 -5.448 -0.0030 0.0002 -0.0095
H -1.929 0.508 -3.304 0.0515 -0.0183 -0.0050
N -2.215 3.219 3.497 -0.0233 0.0470 -0.0161
C -2.532 2.325 2.828 0.0858 -0.0952 -0.0358
Cl -3.969 -6.149 3.294 -0.0009 0.0064 0.0003
C -3.870 -4.397 3.362 0.0032 0.0005 0.0037
C -5.006 -3.643 3.129 -0.0057 0.0044 -0.0049
C -4.920 -2.261 3.191 -0.0335 -0.0329 0.0063
C -3.721 -1.618 3.489 0.0143 0.1155 -0.0007
C -3.615 -0.130 3.531 0.2076 -0.1547 -0.0672
C -2.597 -2.411 3.711 0.0602 -0.0320 -0.0158
C -2.657 -3.794 3.647 0.0006 0.0029 -0.0003
H -5.939 -4.133 2.884 -0.0007 -0.0015 0.0011
H -5.795 -1.661 2.971 -0.0021 -0.0031 0.0044
H -2.864 0.158 4.269 -0.0249 -0.0008 0.0381
H -4.571 0.320 3.829 -0.0218 -0.0867 -0.0052
H -1.648 -1.927 3.915 -0.0003 0.0019 -0.0014
H -1.774 -4.398 3.806 0.0006 0.0020 -0.0030
C -4.834 4.078 0.806 0.0564 0.0126 0.0404
S -4.495 2.557 -0.043 0.4342 -0.0173 0.2910
O -5.088 1.501 0.844 0.0288 0.3812 0.5171
O -5.103 2.658 -1.341 -0.1185 -0.0611 0.0382
O -3.024 2.406 -0.013 -0.5570 -0.2156 -0.2105
H -5.905 4.131 0.990 -0.0026 0.0092 -0.0259
H -4.513 4.899 0.167 0.0194 -0.0036 0.0010
H -4.273 4.076 1.739 -0.0149 -0.0015 0.0033
O -2.832 -0.224 -1.408 0.1815 -0.1036 0.0118
S -2.484 -0.976 -0.222 -0.1274 0.0283 0.2773
O -1.886 -2.263 -0.494 -0.2193 -0.0314 0.1231
O -1.495 -0.130 0.656 -0.2664 -0.1044 0.7757
O -3.661 -1.045 0.745 0.4748 0.3175 -0.5818
```
Positions in Å, forces in eV/Å.

***

Look up the highest occupied orbital energy of the first one. -9.40 eV

***

Which of these has the highest highest occupied orbital energy? C36H35ClIrNO7S2Sb2

***

Among the records above, which one has the highest HOMO-LUMO gap? C32H52Br2F3N4O20PS2

***

Which of these has the lowest HOMO-LUMO gap? C36H35ClIrNO7S2Sb2